(1)
Density functional theory data (wB97M-V/def2-TZVPD) for C13H27FInO10 as an isolated structure in a non-equilibrium geometry.

The geometry in XYZ format:
```
52
Properties=species:S:1:pos:R:3:mulliken_charge:R:1
O 5.884 -4.937 -1.459 -0.58
C 5.546 -4.361 -2.525 0.10
C 5.418 -2.802 -2.691 -0.77
In 3.238 -2.215 -2.598 0.68
C 1.822 -3.785 -3.464 -0.88
C 0.452 -3.604 -2.635 -0.04
F -0.530 -4.608 -2.930 -0.35
H 5.310 -4.982 -3.465 0.26
H 6.021 -2.331 -1.836 0.22
H 5.868 -2.411 -3.666 0.27
H 2.919 -0.605 -3.380 -0.35
H 2.784 -2.052 -0.840 -0.37
H 1.552 -3.571 -4.560 0.26
H 2.215 -4.848 -3.348 0.28
H 0.068 -2.545 -2.824 0.16
H 0.774 -3.606 -1.533 0.13
C 3.635 -1.263 2.585 -0.68
O 2.652 -0.457 1.939 -0.15
C 2.205 0.565 2.676 0.69
O 2.556 0.841 3.796 -0.57
O 1.294 1.232 1.949 -0.34
C 0.725 2.357 2.614 -0.62
H 3.919 -2.055 1.892 0.20
H 4.523 -0.673 2.820 0.31
H 3.225 -1.721 3.487 0.30
H 1.495 3.094 2.852 0.37
H 0.197 2.046 3.517 0.31
H 0.007 2.816 1.934 0.07
C -1.078 -0.303 0.233 -0.18
O -2.376 -0.563 0.779 -0.31
C -3.180 -1.272 -0.026 0.86
O -2.902 -1.683 -1.122 -0.54
O -4.355 -1.442 0.605 -0.35
C -5.314 -2.186 -0.144 -0.66
H -0.516 0.274 0.967 -0.22
H -0.544 -1.237 0.047 0.37
H -1.156 0.286 -0.683 0.30
H -4.947 -3.194 -0.346 0.31
H -5.560 -1.671 -1.074 0.29
H -6.219 -2.261 0.460 0.22
C -3.191 2.821 1.021 -0.28
O -3.233 4.031 0.263 -0.30
C -3.136 5.144 1.000 0.80
O -3.021 5.193 2.199 -0.55
O -3.188 6.198 0.171 -0.33
C -3.095 7.461 0.826 -0.63
H -3.277 1.988 0.324 0.14
H -2.242 2.731 1.551 0.02
H -4.029 2.775 1.719 0.32
H -2.141 7.555 1.348 0.29
H -3.928 7.599 1.517 0.29
H -3.147 8.236 0.061 0.22
```

The HOMO energy comes out at -0.192 hartree. Its charge is -1. Its multiplicity is 1. The value obtained for the LUMO energy is 2.09 eV. Its orbital gap is 7.30 eV.

---

(2)
Density functional theory data (wB97M-V/def2-TZVPD) for C13H27N4O3PPdS2 as an isolated structure.

The geometry in XYZ format:
```
51
Properties=species:S:1:pos:R:3:nbo_charge:R:1
Pd -0.528 0.671 -0.040 0.21
C -1.811 -2.198 0.947 -0.23
C -0.326 -2.522 0.678 -0.21
N 0.067 -2.237 -0.681 -0.65
C -0.560 -2.914 -1.780 -0.23
C -0.779 -1.980 -2.990 -0.54
S -1.226 -0.249 -2.661 0.23
C -2.934 -0.318 -2.058 -0.54
C -3.206 -1.201 -0.839 -0.22
N -2.295 -0.984 0.281 -0.71
H -1.928 -2.087 2.026 0.21
H -2.435 -3.050 0.656 0.17
H -0.137 -3.558 0.999 0.16
H 0.269 -1.860 1.309 0.20
H 1.058 -2.094 -0.797 0.38
H -1.513 -3.314 -1.441 0.19
H 0.015 -3.777 -2.145 0.18
H -1.512 -2.411 -3.674 0.22
H 0.160 -1.880 -3.537 0.22
H -3.594 -0.622 -2.873 0.21
H -3.142 0.723 -1.813 0.25
H -3.162 -2.244 -1.147 0.18
H -4.244 -1.012 -0.543 0.20
H -2.706 -0.351 0.956 0.43
C 3.671 0.697 -1.837 -0.26
O 2.347 0.322 -1.451 -0.83
P 1.594 1.120 -0.232 1.68
O 2.712 1.059 0.962 -0.83
C 2.881 -0.189 1.618 -0.26
O 1.968 2.667 -0.575 -0.83
C 1.099 3.348 -1.489 -0.27
H 3.987 -0.002 -2.609 0.19
H 4.358 0.645 -0.991 0.18
H 3.690 1.712 -2.234 0.19
H 3.462 -0.005 2.519 0.19
H 3.417 -0.900 0.983 0.17
H 1.913 -0.617 1.889 0.18
H 1.292 4.412 -1.376 0.19
H 0.052 3.121 -1.272 0.21
H 1.312 3.052 -2.519 0.18
S -2.351 2.360 0.396 -0.32
C -1.170 1.870 1.541 0.12
N -0.239 2.849 1.964 -0.57
C 0.617 2.630 2.979 0.12
C 0.480 1.522 3.745 -0.42
C -0.641 0.690 3.459 0.12
N -1.453 0.860 2.462 -0.51
H -0.162 3.668 1.384 0.43
H 1.372 3.387 3.142 0.22
H 1.131 1.323 4.581 0.23
H -0.871 -0.134 4.130 0.19
```

The HOMO energy comes out at -0.249 hartree. The value obtained for the relative energy (zero: lowest compared OMol25 entry of this formula, charge and spin) is 9.4 kJ/mol. Its multiplicity is 1. The value obtained for the LUMO energy is 0.60 eV. Its orbital gap is 7.37 eV.

---

(3)
Density functional theory data (wB97M-V/def2-TZVPD) for an isolated molecule of C13H27NO3P in a non-equilibrium geometry.

The geometry in XYZ format:
```
45
Properties=species:S:1:pos:R:3:nbo_charge:R:1
C 5.163 0.120 0.391 -0.66
C 3.674 0.393 1.050 -0.08
O 3.030 1.639 0.616 -0.56
C 2.605 1.601 -0.792 -0.10
C 0.987 1.543 -1.036 -0.44
C 0.288 0.078 -0.728 -0.36
P 1.311 -1.427 -1.314 1.40
O 0.451 -2.564 -2.036 -1.08
C -1.122 0.058 -1.556 -0.44
C -2.385 -0.659 -0.825 0.11
C -3.734 0.281 -1.136 -0.64
C -2.704 -2.096 -1.621 -0.62
N -2.218 -1.021 0.624 -0.06
O -3.381 -1.342 1.231 -0.35
C -1.406 -0.034 1.420 0.13
C -1.354 -0.638 2.979 -0.63
C -2.038 1.471 1.550 -0.66
C 0.150 -0.035 0.901 -0.45
H 5.617 -0.826 0.939 0.23
H 4.960 -0.241 -0.727 0.20
H 5.860 1.060 0.408 0.24
H 2.929 -0.509 0.947 0.17
H 3.868 0.511 2.223 0.20
H 2.966 2.638 -1.262 0.20
H 3.170 0.776 -1.443 0.18
H 0.503 2.296 -0.246 0.23
H 0.664 1.986 -2.097 0.23
H 1.904 -2.091 -0.144 -0.05
H 2.397 -1.112 -2.211 -0.05
H -0.877 -0.372 -2.643 0.26
H -1.426 1.194 -1.750 0.22
H -3.586 1.396 -0.800 0.21
H -4.725 -0.208 -0.736 0.25
H -3.830 0.300 -2.321 0.22
H -2.015 -2.932 -1.150 0.25
H -2.417 -1.911 -2.760 0.22
H -3.838 -2.371 -1.481 0.22
H -2.344 -0.276 3.531 0.23
H -0.446 -0.188 3.572 0.21
H -1.343 -1.831 2.966 0.24
H -1.570 2.047 2.459 0.24
H -1.904 2.056 0.524 0.21
H -3.211 1.349 1.693 0.24
H 0.675 0.889 1.444 0.25
H 0.701 -0.997 1.345 0.23
```

The HOMO energy (spin up / spin down) comes out at -0.327 / -0.358 hartree. Its expectation value of S² is 0.755. Its multiplicity is 2. The value obtained for the LUMO energy (spin up / spin down) is 0.49 / -0.27 eV. Its orbital gap (spin up / spin down) is 9.40 / 9.47 eV.

---

(4)
Density functional theory data (wB97M-V/def2-TZVPD) for a 2-piece molecular cluster, C13H27NO6S overall in a non-equilibrium geometry.

The geometry in XYZ format:
```
48
Properties=species:S:1:pos:R:3:nbo_charge:R:1
C -1.064 -4.401 -2.336 -0.60
C -1.376 -2.928 -2.013 -0.40
C -0.327 -2.033 -2.674 -0.39
C -0.232 -0.634 -2.077 -0.24
C -1.597 0.006 -1.837 -0.61
C 0.663 -0.582 -0.823 0.08
O -0.058 -0.366 0.375 -0.69
S 0.543 0.817 1.264 2.57
O 0.754 0.387 2.598 -0.89
O -0.248 1.984 1.055 -0.92
O 1.894 0.970 0.464 -0.70
C 1.675 0.582 -0.921 0.07
C 3.042 0.221 -1.448 -0.42
C 3.074 -0.389 -2.864 -0.52
C 2.874 0.559 -4.046 0.68
N 2.404 1.882 -3.846 -0.86
O 3.138 0.156 -5.169 -0.54
H -0.176 -4.700 -1.786 0.20
H -1.897 -5.056 -2.123 0.21
H -0.792 -4.459 -3.387 0.20
H -2.364 -2.719 -2.410 0.20
H -1.380 -2.804 -0.933 0.20
H -0.560 -1.957 -3.735 0.21
H 0.620 -2.567 -2.610 0.19
H 0.270 -0.003 -2.810 0.20
H -1.478 1.088 -1.835 0.22
H -2.270 -0.232 -2.653 0.22
H -2.021 -0.257 -0.878 0.23
H 1.272 -1.486 -0.783 0.19
H 1.220 1.436 -1.418 0.19
H 3.449 -0.520 -0.767 0.23
H 3.699 1.085 -1.434 0.22
H 2.328 -1.172 -2.936 0.24
H 4.053 -0.829 -3.010 0.25
H 1.430 1.994 -4.085 0.40
H 2.586 2.235 -2.919 0.37
C -2.534 1.603 4.495 -0.63
C -2.278 1.889 5.967 0.10
C -1.364 3.091 6.149 -0.63
O -1.716 0.741 6.601 -0.72
H -1.595 1.369 3.987 0.21
H -3.189 0.739 4.382 0.21
H -2.993 2.458 3.996 0.21
H -3.226 2.074 6.474 0.17
H -0.393 2.903 5.684 0.20
H -1.190 3.282 7.208 0.21
H -1.793 3.988 5.698 0.21
H -0.876 0.553 6.170 0.46
```

The HOMO energy comes out at -0.366 hartree. The value obtained for the relative energy (zero: lowest compared OMol25 entry of this formula, charge and spin) is 0.0 kJ/mol. As for the structure (SMILES): CCC[C@@H](C)[C@@H]1OS(=O)(=O)O[C@H]1CCC(N)=O.CC(C)O. Its multiplicity is 1. The value obtained for the LUMO energy is 0.33 eV. Its orbital gap is 10.28 eV.

---

(5)
Density functional theory data (wB97M-V/def2-TZVPD) for C13H28AlBF4N4O4 as an isolated structure in a non-equilibrium geometry.

The geometry in XYZ format:
```
55
Properties=species:S:1:pos:R:3:nbo_charge:R:1
C 3.531 -1.605 2.472 -0.28
O 2.532 -1.881 1.389 -0.57
C 3.160 -2.867 0.495 -0.09
C 4.017 -2.183 -0.756 -0.44
C 3.094 -1.280 -1.767 -0.25
N 2.733 0.095 -1.251 -0.17
N 1.394 0.438 -1.120 -0.40
C 1.201 1.860 -0.637 0.57
N -0.039 2.424 -0.463 -0.29
O -1.184 1.702 -0.685 -0.33
C -1.896 1.788 0.601 -0.10
C -3.377 1.085 0.624 -0.26
C -4.230 1.867 1.831 -0.61
C -3.375 -0.507 1.054 -0.42
C -2.474 -1.475 0.085 -0.23
C -0.992 -1.709 0.824 -0.63
C -3.154 -3.003 0.033 -0.63
N 2.604 2.389 -0.433 -0.46
C 3.578 1.281 -0.839 0.11
B 5.220 1.367 -0.845 1.14
O 6.019 1.758 -2.059 -0.87
O 5.975 1.096 0.399 -0.90
H 3.446 -2.474 3.252 0.21
H 4.629 -1.619 2.059 0.16
H 3.289 -0.538 2.889 0.22
H 3.924 -3.526 1.132 0.19
H 2.366 -3.649 0.069 0.21
H 4.983 -1.651 -0.358 0.20
H 4.403 -3.111 -1.401 0.25
H 3.571 -1.252 -2.844 0.25
H 2.065 -1.873 -1.893 0.24
H 0.552 -0.141 -1.344 0.47
H -0.122 3.405 -0.095 0.44
H -2.076 2.952 0.797 0.20
H -1.223 1.416 1.484 0.19
H -4.000 1.247 -0.367 0.29
H -5.380 1.651 1.793 0.25
H -3.828 1.372 2.840 0.18
H -3.949 3.008 1.911 0.23
H -3.114 -0.645 2.210 0.21
H -4.503 -0.880 0.942 0.23
H -2.332 -1.067 -1.003 0.22
H -0.735 -0.712 1.390 0.20
H -1.054 -2.559 1.644 0.23
H -0.180 -1.932 -0.010 0.18
H -2.741 -3.710 0.879 0.20
H -2.870 -3.525 -0.994 0.21
H -4.324 -2.982 0.159 0.22
H 6.981 1.555 -1.809 0.51
H 5.779 0.131 0.613 0.50
F -5.661 2.037 -3.282 -0.80
Al -5.580 3.693 -2.580 2.20
F -4.384 4.677 -3.499 -0.80
F -5.073 3.589 -0.855 -0.81
F -7.202 4.469 -2.683 -0.79
```

The HOMO energy comes out at -0.371 hartree. Its multiplicity is 1. The value obtained for the LUMO energy is -1.87 eV. Its orbital gap is 8.22 eV.

---

Q: What is the formula in the second record?
A: C13H27N4O3PPdS2

---

Q: The highest multiplicity belongs to which entry?
A: C13H27NO3P